The following is a quantum chemistry calculation of a cluster of 9 separate species, C32H46O22 in total, from OMol25.

HOMO: -9.70 eV
Total charge: 0
SMILES: O=C1CCCO1.O=C1CCCO1.O=C1CCCO1.O=C1CCCO1.O=C1CCCO1.O=C1OCCO1.O=C1OCCO1.O=C1OCCO1.O=C1OCCO1
Multiplicity: 1
HOMO-LUMO gap: 9.8 eV
Calculated total energy: -78973.3348 eV

Last column: Mulliken charge in e.
Element x y z (Å)
O 6.78 -3.30 4.42  -0.59
O -3.49 1.64 1.15  -0.27
O -2.34 2.75 2.65  -0.70
O -3.86 -2.86 -2.06  -0.32
O -2.38 -4.45 -2.63  -0.62
O 4.74 -4.39 4.16  -0.39
O 0.70 -2.24 2.32  -0.65
O 2.42 3.58 -1.94  -0.28
O -3.11 0.62 -2.55  -0.48
O 0.30 2.95 -1.95  -0.39
O 1.39 -6.33 3.80  -0.65
O 3.71 3.95 2.51  -0.54
O 1.90 2.75 2.18  -0.20
O -0.91 -2.01 0.63  -0.16
O 3.40 -0.60 -1.52  -0.23
O 0.25 -6.72 1.82  -0.34
O 5.00 -2.34 3.36  -0.39
O 2.08 3.73 4.08  -0.39
O 1.36 -1.16 -2.47  -0.58
O 0.25 -0.27 1.28  -0.04
O -3.19 -4.11 -0.46  -0.30
O -2.66 2.41 -3.83  -0.35
C -2.40 1.14 -3.44  0.23
C 3.24 4.56 -1.34  -0.41
C 5.63 -3.34 3.99  0.58
C -1.73 2.83 -4.79  -0.14
C -4.68 -2.62 -1.01  -0.37
C 2.67 3.57 2.90  0.60
C -1.59 -5.27 2.05  0.41
C -0.54 0.21 0.23  1.62
C 0.76 3.32 4.09  -0.33
C -3.12 2.79 1.72  0.61
C 2.42 -0.56 -2.53  0.43
C 2.29 5.36 -0.50  -0.88
C 4.17 0.94 -3.23  0.02
C -1.02 -6.48 1.29  -0.65
C -3.69 4.01 0.99  -0.63
C 0.92 4.79 -0.51  0.31
C 4.57 -0.04 -2.08  -0.56
C -1.28 0.49 -4.28  0.31
C 0.08 -1.55 1.47  0.21
C 0.84 2.25 2.97  0.81
C -3.89 -3.08 0.16  -0.05
C -4.32 3.36 -0.27  -0.36
C 1.13 3.71 -1.54  0.13
C -1.20 1.52 -5.41  -0.73
C 3.49 -4.03 3.65  0.10
C 3.69 -2.64 3.07  0.34
C -3.04 -3.83 -1.80  0.75
C -0.94 -5.40 3.48  -0.52
C 0.35 -6.17 3.11  0.60
C 2.90 0.29 -3.75  -0.25
C -4.50 1.90 0.10  0.00
C -1.22 -0.97 -0.33  -0.23
H -4.45 4.43 1.65  0.29
H 2.69 5.48 0.51  0.35
H 4.95 1.09 -3.97  0.41
H 0.02 5.38 -0.68  0.47
H 3.52 5.25 -2.13  0.28
H -5.54 1.78 0.38  0.28
H 2.10 6.39 -0.79  0.30
H -3.62 3.36 -1.10  -0.12
H -1.17 -4.37 1.60  -0.39
H -1.76 1.14 -6.27  0.26
H -4.59 -3.54 0.86  0.50
H 0.51 2.93 5.07  0.33
H 4.17 4.17 -0.92  0.38
H -2.20 3.47 -5.53  0.38
H 5.00 0.45 -1.20  0.37
H 1.12 1.26 3.33  0.27
H -1.61 -7.37 1.49  0.28
H 5.28 -0.83 -2.33  0.27
H -2.68 -5.21 2.15  0.41
H -4.41 1.40 -0.87  0.13
H -0.17 1.55 -5.76  0.34
H -0.28 0.44 -3.84  -0.40
H 0.70 4.33 0.45  -0.30
H -0.09 2.17 2.41  -0.72
H -0.89 -6.36 0.21  0.34
H 3.92 1.91 -2.79  -0.33
H 2.86 -4.00 4.55  0.13
H 0.01 4.08 3.89  0.22
H -0.02 0.64 -0.62  -0.23
H -4.88 -1.58 -0.73  0.22
H -3.18 -2.39 0.63  0.02
H -5.26 3.76 -0.64  0.47
H -0.95 3.36 -4.24  -0.02
H -1.39 -0.55 -4.58  0.54
H -0.86 -1.35 -1.29  0.05
H -2.86 4.71 0.92  0.30
H 3.16 -4.74 2.89  0.11
H -1.37 -6.10 4.19  0.34
H 3.40 -2.63 2.01  0.10
H 2.22 0.93 -4.31  0.08
H -1.20 0.91 0.75  -0.83
H 3.15 -0.31 -4.62  0.42
H 2.98 -1.90 3.43  0.00
H -2.27 -0.69 -0.38  0.05
H -0.75 -4.41 3.91  0.19
H -5.64 -3.11 -1.12  0.34

***

The following is a quantum chemistry calculation of a cluster of 2 separate species, C4H4ClNOS in total, from OMol25.

HOMO: -8.35 eV
Total charge: 0
Multiplicity: 1
ΔE to the lowest compared entry with this formula, charge and spin: 91.5 kcal/mol
HOMO-LUMO gap: 7.1 eV
Calculated total energy: -31103.7426 eV

Last column: Mulliken charge in e.
Element x y z (Å)
Cl -3.25 1.03 -0.20  -0.07
S 2.26 1.46 0.22  -0.03
O 1.07 -2.09 -0.31  -0.63
N 2.32 -0.20 -0.06  -0.10
C 1.12 -0.89 -0.15  0.28
C -2.50 -0.45 -0.01  -0.31
C 0.11 0.12 -0.01  -0.22
C 0.50 1.36 0.20  -0.17
H -2.42 -0.86 0.98  0.33
H -2.38 -1.07 -0.88  0.32
H 3.22 -0.67 -0.09  0.22
H -0.06 2.26 0.34  0.38

***

The following is a quantum chemistry calculation of an isolated molecule of C22H24N4O2S, from OMol25.

HOMO: -8.16 eV
Total charge: 0
SMILES: CC(=O)c1cc(CN2CCC(n3nccc3NC(=O)c3ccccc3)CC2)cs1
Multiplicity: 1
ΔE to the lowest compared entry with this formula, charge and spin: 30.7 kcal/mol
HOMO-LUMO gap: 8.1 eV
Calculated total energy: -44094.4950 eV

Last column: Mulliken charge in e.
Element x y z (Å)
S -2.56 -3.41 -0.69  -0.21
O 0.53 -2.46 -2.92  -0.60
O 3.58 -0.12 0.27  -0.66
N 1.43 3.39 -0.13  1.06
N 1.61 1.03 0.39  0.49
N -1.28 1.28 0.50  0.67
N 2.22 4.48 -0.20  -1.48
C -0.81 3.69 0.88  -1.28
C 0.03 3.61 -0.40  -0.01
C 3.47 2.71 0.36  -0.79
C 1.90 -2.51 0.10  -0.43
C -2.15 0.22 0.98  -1.66
C -1.72 1.82 -0.78  -1.17
C -1.09 -1.31 -0.83  -1.14
C 0.70 -1.36 1.84  0.22
C 2.16 2.29 0.22  0.58
C 1.25 -3.68 0.42  -0.61
C 0.06 -2.54 2.17  -0.74
C -0.67 -4.53 -2.84  -1.62
C 3.44 4.08 0.09  -0.48
C 0.32 -3.70 1.45  -0.57
C -0.37 -3.12 -2.43  0.95
C -0.57 2.61 -1.40  -0.93
C -2.92 -2.09 0.32  -0.69
C -1.23 -2.56 -1.39  0.60
C 1.62 -1.34 0.79  0.04
C -2.06 -1.04 0.16  0.21
C -1.14 2.34 1.50  -0.61
C 2.38 -0.10 0.45  0.18
H 0.03 4.62 -0.84  0.37
H -0.93 3.13 -2.28  0.38
H -2.07 2.45 2.09  0.48
H 0.52 -0.47 2.41  0.55
H -0.63 -5.19 -1.97  0.38
H 4.25 4.78 0.09  0.46
H -0.19 -4.62 1.71  0.41
H -0.65 -2.56 2.99  0.44
H -0.35 2.03 2.20  0.31
H -0.31 -0.65 -1.13  0.74
H 0.21 1.91 -1.73  0.39
H -2.00 1.00 -1.44  0.81
H 1.47 -4.59 -0.12  0.55
H 2.63 -2.48 -0.70  0.45
H 0.59 0.96 0.42  -0.33
H 4.31 2.10 0.61  0.48
H -1.84 -0.03 2.01  0.55
H -3.75 -2.15 1.00  0.52
H -2.61 2.46 -0.66  0.48
H -1.67 -4.59 -3.26  0.44
H -1.73 4.22 0.63  0.40
H -0.28 4.31 1.61  0.46
H -3.20 0.54 1.03  0.60
H 0.05 -4.86 -3.58  0.37

***

The following is a quantum chemistry calculation of a cluster of 2 separate species, C11H8O in total, from OMol25.

HOMO (alpha / beta): -6.29 / -8.26 eV
Total charge: 0
Multiplicity: 3
ΔE to the lowest compared entry with this formula, charge and spin: 34.7 kcal/mol
HOMO-LUMO gap (alpha / beta): 7.2 / 6.4 eV
Calculated total energy: -13575.4854 eV

Last column: Mulliken charge in e.
Element x y z (Å)
O -1.52 1.88 -2.03  -0.32
C 1.77 0.58 -0.69  -1.36
C -0.19 -0.45 0.22  0.21
C 0.82 0.48 0.46  0.90
C -0.82 -0.31 2.51  -0.44
C -1.10 -0.76 1.18  -0.23
C -0.05 -0.78 -1.26  0.06
C 0.06 0.71 2.72  -0.56
C -1.67 0.73 -1.93  0.02
C 0.97 0.97 1.75  -0.41
C 0.63 -1.25 -2.52  -0.65
C 1.26 -0.26 -1.68  0.35
H -2.69 0.22 -1.91  0.26
H 1.16 -2.18 -2.62  0.23
H 1.79 1.70 1.81  0.33
H 0.07 -1.17 -3.52  0.18
H 2.75 0.87 -0.52  0.43
H -1.37 -0.85 3.33  0.31
H -2.08 -1.24 0.97  0.34
H 0.21 1.11 3.73  0.34

***

The following is a quantum chemistry calculation of the ion C10H12N3 with charge +1, from OMol25.

HOMO: -13.36 eV
Total charge: +1
SMILES: c1ccc([N@+]23C[C@@H]4CN(C2)N43)cc1
Multiplicity: 1
ΔE to the lowest compared entry with this formula, charge and spin: 111.0 kcal/mol
HOMO-LUMO gap: 10.2 eV
Calculated total energy: -15022.2597 eV

Last column: Mulliken charge in e.
Element x y z (Å)
N 2.12 -0.93 -0.91  -0.34
N 1.35 -1.05 0.43  -0.44
N 0.55 0.08 0.01  0.69
C 2.39 -0.13 1.03  0.28
C 1.20 0.09 -1.30  -0.24
C -1.53 -1.11 0.65  -0.25
C -1.70 0.97 -0.49  -0.22
C -3.61 -0.41 -0.20  -0.27
C -3.04 0.78 -0.57  -0.53
C -0.89 -0.07 -0.01  0.05
C 3.25 -0.16 -0.25  -0.52
C 1.37 0.96 1.10  -0.63
C -2.87 -1.36 0.46  -0.65
H 2.80 -0.34 2.05  0.41
H -4.68 -0.64 -0.45  0.34
H 1.67 1.07 -1.76  0.30
H -0.89 -1.76 1.16  0.52
H 1.68 2.02 0.91  0.31
H 4.01 -0.81 -0.12  0.32
H 0.93 0.92 2.08  0.35
H 3.58 0.87 -0.80  0.23
H 0.51 -0.30 -2.14  0.30
H -3.61 1.53 -1.00  0.46
H -3.36 -2.18 1.08  0.32
H -1.22 1.95 -0.95  0.23

***

The following is a quantum chemistry calculation of an isolated molecule of C5H6O, from OMol25.

HOMO: -9.82 eV
Total charge: 0
SMILES: C#C[C@@H]1O[C@@H]1C
Multiplicity: 1
ΔE to the lowest compared entry with this formula, charge and spin: 70.6 kcal/mol
HOMO-LUMO gap: 10.8 eV
Calculated total energy: -7326.2250 eV

Last column: Mulliken charge in e.
Element x y z (Å)
O -0.15 -0.60 -1.38  -0.44
C -0.79 -0.44 -0.12  0.07
C 1.28 1.25 -0.50  -1.23
C -0.08 0.68 -0.76  0.32
C -0.78 -2.07 1.90  -0.03
C -0.50 -1.31 1.00  -0.74
H -1.88 -0.39 -0.20  0.33
H 1.98 0.50 -0.11  0.35
H -0.78 1.41 -1.18  0.37
H -1.17 -2.75 2.62  0.41
H 1.22 2.10 0.19  0.31
H 1.66 1.62 -1.46  0.29

***

The following is a quantum chemistry calculation of an isolated molecule of CH4NOP, from OMol25.

HOMO (alpha / beta): -7.42 / -7.27 eV
Total charge: 0
Multiplicity: 1
ΔE to the lowest compared entry with this formula, charge and spin: 61.3 kcal/mol
HOMO-LUMO gap (alpha / beta): 7.4 / 8.0 eV
Calculated total energy: -13925.8733 eV

Last column: Mulliken charge in e.
Element x y z (Å)
P 0.59 -0.86 0.47  -0.05
O -0.48 -0.02 -0.36  -0.10
N 1.29 0.50 1.24  -0.49
C -1.41 -0.23 -1.23  -0.39
H -1.71 -1.23 -1.51  0.25
H 2.11 0.89 0.78  0.24
H -1.92 0.64 -1.61  0.30
H 1.53 0.31 2.21  0.25